Entry 1:
The following is a quantum chemistry calculation of an isolated molecule of C22H27N3O5S2, from OMol25.

Geometry as XYZ:
```
59
Properties=species:S:1:pos:R:3:forces:R:3:nbo_charge:R:1
C -7.9539 0.5922 2.5970 -0.04 0.05 0.01 -0.6320
C -6.7621 1.3396 2.0861 0.13 0.01 0.05 0.0147
C -5.6829 1.6115 2.9203 -0.08 0.01 -0.11 -0.2097
C -4.5902 2.3215 2.4523 0.17 0.11 0.06 -0.2055
C -4.5805 2.7596 1.1431 0.50 0.25 -0.06 -0.2806
S -3.1801 3.6556 0.4964 -0.14 -0.53 -0.19 2.3006
O -3.6320 4.7848 -0.2596 -0.15 -0.06 -0.21 -0.9360
O -2.2348 3.8827 1.5575 -0.18 -0.21 0.11 -0.9522
N -2.6032 2.5176 -0.6121 -0.63 0.72 0.57 -0.6743
C -1.8493 1.4456 -0.0010 0.38 -0.26 0.45 -0.2383
C -0.3924 1.8542 0.2692 -0.28 -0.27 0.32 -0.2473
N 0.1937 2.3559 -0.9515 -0.09 0.17 0.07 -0.4290
C 1.1335 1.7235 -1.6863 0.11 -0.08 0.13 0.6604
O 1.4966 2.1141 -2.7795 0.12 -0.06 -0.26 -0.6111
C 1.7431 0.5012 -1.0565 0.17 -0.20 -0.20 -0.1318
C 1.2781 -0.7595 -1.4140 0.06 0.20 0.07 -0.1554
C 1.8806 -1.8919 -0.8926 -0.06 -0.17 0.02 -0.1904
C 2.9465 -1.7525 -0.0264 0.12 -0.50 0.15 -0.3351
S 3.7754 -3.2036 0.6134 0.03 0.33 -0.30 2.3187
O 4.2035 -2.9439 1.9571 0.18 0.20 -0.06 -0.9380
O 2.9368 -4.3483 0.3739 0.03 0.18 -0.19 -0.9439
N 5.1296 -3.1992 -0.3777 -0.81 0.06 0.78 -0.6751
C 4.9575 -3.9169 -1.6362 -0.38 -0.08 -0.81 -0.2431
C 6.1343 -4.8995 -1.7415 0.00 0.04 0.14 -0.4139
C 6.6128 -5.0326 -0.2961 0.00 0.17 -0.06 -0.4164
C 6.3809 -3.6197 0.2340 0.49 -0.17 0.49 -0.2285
C 3.4281 -0.5071 0.3274 0.03 0.14 0.08 -0.1878
C 2.8236 0.6260 -0.1883 -0.08 -0.10 -0.03 -0.1432
C -0.5264 3.4831 -1.5093 -0.10 0.12 -0.43 -0.2496
C -1.9712 3.0666 -1.7953 0.24 0.53 -0.26 -0.2406
C -5.6415 2.5041 0.2957 -0.16 0.00 -0.08 -0.1752
C -6.7295 1.7954 0.7701 0.14 0.09 -0.01 -0.2186
H -8.3738 -0.0443 1.8219 -0.06 -0.07 -0.01 0.2212
H -7.6928 -0.0189 3.4569 -0.03 -0.07 0.05 0.2199
H -8.7262 1.2974 2.9048 -0.09 -0.01 0.04 0.2281
H -5.6989 1.2663 3.9435 0.01 -0.04 0.10 0.2160
H -3.7473 2.5496 3.0857 0.08 -0.01 0.12 0.2428
H -2.3465 1.1829 0.9337 0.08 -0.22 0.01 0.2220
H -1.8776 0.5831 -0.6758 -0.03 0.03 0.06 0.2053
H 0.1776 1.0031 0.6422 -0.09 0.11 0.01 0.2291
H -0.3922 2.6543 1.0166 0.11 -0.19 -0.06 0.2313
H 0.4503 -0.8497 -2.1016 -0.08 -0.03 -0.08 0.2160
H 1.5338 -2.8833 -1.1378 -0.09 -0.09 -0.07 0.2419
H 4.0013 -4.4441 -1.6040 0.13 -0.01 -0.21 0.2250
H 4.9403 -3.2014 -2.4629 -0.03 -0.13 -0.01 0.2021
H 6.9261 -4.4711 -2.3571 0.01 -0.04 -0.04 0.2035
H 5.8303 -5.8498 -2.1747 0.01 0.01 -0.08 0.2215
H 7.6514 -5.3467 -0.2192 0.02 -0.05 0.04 0.2180
H 5.9813 -5.7356 0.2483 0.02 -0.04 0.05 0.2096
H 6.2827 -3.5578 1.3160 0.22 0.02 -0.04 0.2424
H 7.1742 -2.9421 -0.0997 -0.03 -0.06 0.08 0.1905
H 4.2617 -0.4469 1.0083 0.12 0.12 0.08 0.2399
H 3.1857 1.6083 0.0751 0.05 0.09 0.05 0.2188
H -0.0182 3.7885 -2.4253 -0.08 0.04 0.14 0.2531
H -0.5230 4.3031 -0.7842 0.05 0.00 -0.06 0.2077
H -2.5643 3.9279 -2.1006 0.11 -0.07 -0.21 0.2455
H -1.9963 2.3039 -2.5802 -0.02 0.04 0.06 0.2059
H -5.5993 2.8712 -0.7169 -0.09 -0.01 -0.18 0.2341
H -7.5653 1.5920 0.1171 -0.08 -0.02 -0.08 0.2167
```
Forces are in eV/Å.

Orbital gap (eV): 9.5
ΔE to the lowest compared entry with this formula, charge and spin (kcal/mol): 29.7
Total charge: 0
Structure (SMILES): Cc1ccc(S(=O)(=O)N2CCN(C(=O)c3ccc(S(=O)(=O)N4CCCC4)cc3)CC2)cc1
E_tot (eV): -59630.2257

Entry 2:
The following is a quantum chemistry calculation of an isolated molecule of C4H5ClFN, from OMol25.

Geometry as XYZ:
```
12
Properties=species:S:1:pos:R:3:forces:R:3:nbo_charge:R:1
C 2.2926 -0.5293 -0.9648 0.00 2.13 1.24 -0.5234
C 1.6090 -0.1100 0.0958 -3.77 -1.34 -0.25 0.4237
F 2.0768 0.5020 1.1631 0.55 0.28 0.00 -0.3049
C -0.0511 -0.3121 0.2486 3.92 0.81 -0.48 0.2071
Cl -0.5030 -1.9488 -0.1385 -0.59 -0.10 0.00 -0.0320
N -0.7470 0.6807 0.5031 1.11 -0.14 0.15 -0.3965
C -2.1645 0.6627 0.5070 -0.80 0.89 3.22 -0.4423
H 3.2359 -0.0575 -1.1404 0.89 -0.35 0.25 0.2199
H 1.7978 -0.8206 -1.8401 -0.85 -0.92 -0.77 0.2229
H -2.5316 -0.1577 1.2071 0.16 1.20 -0.60 0.2065
H -2.4489 0.3726 -0.4389 -1.20 -0.35 -2.25 0.2058
H -2.5660 1.7178 0.7980 0.56 -2.13 -0.52 0.2130
```
Forces are in eV/Å.

Orbital gap (eV): 10.7
ΔE to the lowest compared entry with this formula, charge and spin (kcal/mol): 25.9
Total charge: 0
Structure (SMILES): C=C(F)/C(Cl)=N/C
E_tot (eV): -20956.9581

Entry 3:
The following is a quantum chemistry calculation of a structure of composition C25H48LaP4Se, from OMol25.

Geometry as XYZ:
```
79
Properties=species:S:1:pos:R:3:forces:R:3:lowdin_charge:R:1
La -0.3155 0.0104 -1.0051 -2.49 -3.91 2.12 1.0366
P -3.3339 -0.2095 -0.7849 -1.21 0.05 -0.46 0.6676
P -0.0060 -3.0349 -0.3966 0.29 -1.21 -0.27 0.6988
P -0.1859 2.8952 -0.6721 1.83 2.74 -0.48 0.7246
H 4.3837 -1.1350 -1.4852 1.11 2.08 0.64 0.0712
C 4.6950 -0.0662 -1.0924 -2.48 -3.21 2.14 -0.0676
C 4.5368 0.1315 0.2555 0.81 3.14 -3.71 -0.0477
H 4.2514 -0.5892 0.9267 -0.35 -1.85 1.39 0.0068
C -3.9079 -0.1085 -2.5368 0.13 0.00 -0.06 -0.2746
C -4.2940 -1.6557 -0.2125 0.08 -0.58 0.24 -0.2529
C -4.2673 1.1583 -0.0402 -0.33 0.83 0.52 -0.2781
C 1.7913 -3.4799 -0.3581 -0.19 0.52 -0.08 -0.2500
C -0.7028 -4.2069 0.8534 -0.02 0.81 -0.29 -0.2503
C -0.5321 -3.8600 -1.9753 0.09 0.67 0.36 -0.2907
C 1.5406 3.5433 -0.5771 -0.22 -0.35 -0.18 -0.2404
C -1.0539 4.1030 0.3858 -0.53 -0.85 0.66 -0.2191
C -0.6817 3.5002 -2.3498 -0.09 -1.10 0.20 -0.2142
H 4.7848 0.6765 -1.8399 0.64 0.81 -0.35 0.0223
H 4.6581 1.1692 0.6438 0.09 -0.96 -0.15 0.0682
H -5.0055 -0.2386 -2.5585 0.50 0.09 -0.05 0.0719
H -3.4335 -0.8904 -3.1454 -0.23 0.13 0.12 0.0309
H -3.6465 0.8646 -2.9771 -0.12 -0.23 0.10 0.0489
H -5.3135 -1.6198 -0.6508 0.60 0.05 0.26 0.0772
H -4.3757 -1.6742 0.8900 0.04 0.03 -0.55 0.0483
H -3.8029 -2.5927 -0.5326 -0.29 0.36 0.12 0.0453
H -5.3468 1.1003 -0.3291 0.85 0.02 0.20 0.0846
H -3.8645 2.1430 -0.3732 -0.33 -0.63 0.18 0.0400
H -4.1991 1.1246 1.0719 -0.06 0.00 -0.74 0.0539
H 1.9930 -4.3084 -1.0458 0.00 0.14 0.21 0.0616
H 2.0689 -3.7598 0.6621 0.06 0.05 -0.18 0.0479
H 2.3805 -2.6013 -0.6573 0.08 -0.34 0.06 0.0136
H -0.6094 -5.2332 0.4993 0.06 0.04 0.02 0.0678
H -1.7530 -3.9565 1.0024 -0.04 -0.20 0.10 0.0301
H -0.1620 -4.0717 1.7892 -0.08 -0.09 0.07 0.0360
H -0.0958 -4.8581 -2.0037 -0.15 -0.01 -0.13 0.0614
H -0.1897 -3.2478 -2.8184 -0.01 -0.55 0.17 -0.0501
H -1.6207 -3.9052 -2.0038 -0.04 -0.17 -0.08 0.0453
H 1.6658 4.3677 -1.2786 0.03 0.15 0.26 0.0656
H 2.2162 2.7342 -0.8505 0.22 0.30 0.02 0.0119
H 1.7547 3.8419 0.4431 0.13 0.17 0.12 0.0645
H -0.9247 5.1100 -0.0029 0.22 0.02 -0.27 0.0837
H -0.6470 4.0434 1.3924 -0.03 0.09 0.07 0.0461
H -2.1154 3.8640 0.4274 -0.07 0.12 0.05 0.0433
H -0.1878 4.4611 -2.5020 -0.07 -0.08 -0.02 0.0715
H -1.7655 3.6052 -2.3992 0.03 0.03 -0.07 0.0593
H -0.3540 2.7741 -3.0996 -0.02 0.28 -0.23 0.0333
C 1.1502 -0.0918 -4.6286 0.69 0.40 -2.99 -0.6136
C 2.5646 -0.2697 -4.6150 -0.20 0.04 -1.49 -0.0643
C 3.3268 -0.1110 -5.7812 0.88 0.02 0.58 0.0034
C 2.7729 0.2845 -7.0297 0.63 -0.08 1.06 0.0388
C 1.4133 0.5126 -7.0345 -0.55 0.54 -0.92 -0.0461
C 0.6394 0.3651 -5.9243 -1.23 -0.44 1.09 -0.0983
Se -0.1994 -0.8006 -3.6336 0.27 -0.38 -0.80 0.7550
H 1.0500 1.2940 -0.9101 1.34 2.61 0.35 -0.0890
H 3.0262 -0.6651 -3.7650 0.76 -0.38 1.26 0.0755
H 4.4305 -0.2830 -5.7638 -1.12 0.02 0.29 0.1455
H 3.4045 0.4343 -7.9220 -0.44 -0.22 0.60 0.1525
H 0.9650 0.8256 -7.9585 -0.35 0.05 -0.22 0.1307
H -0.4646 0.4468 -5.9604 0.84 0.26 -0.36 0.1053
C -1.9963 -1.1937 2.8738 0.09 0.06 -0.12 -0.2522
P -0.5534 -0.1328 2.4298 0.11 0.35 0.92 0.8283
C -1.1763 1.5223 2.9772 0.14 -0.30 -0.31 -0.2926
C 0.5679 -0.5718 3.8492 0.87 -1.10 -1.07 -0.3947
C 1.3449 -1.7514 3.7088 -0.05 -0.14 0.41 -0.1029
C 2.0582 -2.2900 4.8140 -1.26 1.62 -0.99 -0.0532
C 2.0219 -1.5943 6.0160 0.11 0.17 0.69 -0.0509
C 1.3194 -0.3804 6.1417 0.40 -0.23 0.47 -0.0469
C 0.6220 0.1219 5.0526 -0.72 0.86 0.18 -0.1040
H -2.8945 -0.8842 2.3210 0.22 -0.09 0.17 0.0109
H -2.1682 -1.0897 3.9557 -0.03 -0.11 -0.36 0.0740
H -1.7610 -2.2389 2.6342 -0.14 0.25 0.15 0.0258
H -1.6548 1.4298 3.9558 0.04 0.15 -0.15 0.0585
H -0.3356 2.2203 3.0273 -0.11 -0.05 0.13 0.0454
H -1.8990 1.9090 2.2553 -0.08 -0.04 0.07 0.0112
H 1.3763 -2.2747 2.7310 -0.06 0.30 0.67 0.0756
H 2.5974 -3.1984 4.7033 0.41 -0.56 0.00 0.1012
H 2.5639 -1.9959 6.8871 -0.34 0.26 -0.50 0.1278
H 1.3161 0.1717 7.1110 0.05 -0.55 -0.99 0.1351
H 0.0803 1.0789 5.1564 0.37 -0.67 0.08 0.1036
```
Forces are in eV/Å.

Orbital gap (alpha / beta) (eV): 4.3 / 3.8
ΔE to the lowest compared entry with this formula, charge and spin (kcal/mol): 85.3
Total charge: +3
E_tot (eV): -130035.5664